{"formula": "C28H40IrN4OSi3", "method": "the ωB97M-V functional and the def2-TZVPD basis", "largest_force_ha_per_bohr": 0.02526, "spin_multiplicity": 2, "total_charge": 2, "mol_weight_g_mol": 725.130, "energy_ha": -2357.603715, "s2": 0.7550, "gap_ev": [6.243, 5.855], "relative_energy_kj_mol": 0.0, "e_homo_ev": [-13.98, -13.96], "species": ["Ir", "C", "C", "N", "N", "C", "O", "C", "C", "C", "C", "C", "C", "C", "C", "C", "C", "C", "N", "H", "H", "H", "H", "H", "H", "H", "H", "H", "H", "H", "H", "C", "Si", "C", "C", "C", "Si", "C", "C", "C", "Si", "C", "C", "C", "C", "C", "C", "C", "N", "H", "H", "H", "H", "H", "H", "H", "H", "H", "H", "H", "H", "H", "H", "H", "H", "H", "H", "H", "H", "H", "H", "H", "H", "H", "H", "H", "H"], "positions_angstrom": [[0.248, -0.057, -0.988], [0.505, 3.939, -2.475], [0.734, 2.566, -1.969], [-0.184, 1.812, -1.467], [-1.520, 2.137, -1.517], [-2.231, 1.053, -1.396], [-1.677, -0.165, -1.207], [-3.683, 1.079, -1.489], [-4.413, -0.110, -1.414], [-5.793, -0.070, -1.492], [-6.446, 1.147, -1.639], [-5.722, 2.332, -1.712], [-4.342, 2.303, -1.639], [2.036, 1.872, -2.113], [3.157, 2.481, -2.627], [4.320, 1.730, -2.797], [4.312, 0.387, -2.481], [3.145, -0.177, -1.984], [2.045, 0.545, -1.787], [-0.547, 4.194, -2.408], [0.843, 4.032, -3.508], [1.085, 4.643, -1.872], [-3.903, -1.056, -1.299], [-6.363, -0.987, -1.439], [-7.526, 1.174, -1.697], [-6.236, 3.276, -1.827], [-3.772, 3.219, -1.692], [3.131, 3.527, -2.895], [5.214, 2.200, -3.184], [5.187, -0.233, -2.614], [3.077, -1.229, -1.743], [-1.950, -2.228, 1.197], [-1.244, -0.615, 1.833], [-2.409, 0.821, 1.533], [-1.132, -0.713, 3.698], [0.578, -0.393, 1.031], [1.454, 1.134, 1.877], [2.127, 0.508, 3.514], [0.324, 2.594, 2.139], [2.944, 1.802, 0.960], [1.585, -2.013, 1.316], [1.359, -2.989, 2.882], [3.439, -1.833, 1.083], [0.931, -2.977, -0.181], [0.916, -4.344, -0.412], [0.429, -4.850, -1.605], [-0.029, -3.962, -2.571], [0.008, -2.613, -2.296], [0.475, -2.135, -1.127], [-2.976, -2.299, 1.571], [-1.416, -3.100, 1.579], [-1.997, -2.296, 0.113], [-3.383, 0.437, 1.220], [-2.097, 1.568, 0.809], [-2.560, 1.347, 2.476], [-2.159, -0.906, 4.026], [-0.841, 0.235, 4.147], [-0.513, -1.505, 4.105], [1.384, 0.063, 4.169], [2.539, 1.377, 4.035], [2.949, -0.197, 3.392], [-0.485, 2.412, 2.843], [-0.121, 2.948, 1.206], [0.923, 3.414, 2.542], [3.706, 1.067, 0.708], [3.406, 2.511, 1.655], [2.684, 2.380, 0.078], [1.596, -2.389, 3.759], [2.084, -3.807, 2.858], [0.367, -3.419, 3.013], [3.924, -1.601, 2.031], [3.756, -1.079, 0.367], [3.834, -2.799, 0.757], [1.281, -5.013, 0.357], [0.403, -5.916, -1.786], [-0.418, -4.303, -3.519], [-0.358, -1.886, -3.011]]}